[1]
The following is a quantum chemistry calculation of a molecular structure, C16H31NO6 at a distorted geometry, from the Open Molecules 2025 dataset.

Multiplicity: 1
HOMO level: -8.875 eV
Kohn-Sham gap: 9.045 eV
Energy relative to the best compared isomer or geometry (same formula, charge and spin): 1492.12 kJ/mol

XYZ file:
```
54
Properties=species:S:1:pos:R:3:mulliken_charge:R:1
C 7.57691 0.16268 -0.86224 -1.60
C 7.04862 1.23282 -0.07894 -0.26
C 5.53035 1.22963 -0.02858 -0.67
C 4.94664 -0.15070 0.69545 -0.91
C 3.41492 -0.28283 0.85959 -0.06
C 2.48530 -0.24539 -0.20581 -1.72
C 0.96520 -0.51845 0.18461 0.22
C 0.37250 0.82536 0.58051 -0.64
H 0.44121 1.72287 -0.02609 0.37
H 0.89712 0.95524 1.66135 0.18
O -1.03757 0.80973 1.04034 -0.36
C -1.95450 0.60258 -0.16005 -1.36
O -1.89447 -0.96706 -0.71758 -0.54
C -2.30968 -1.68817 0.36938 0.28
C -2.31293 -3.13005 -0.53988 -0.75
O -1.07775 -3.48044 -0.70190 -0.46
H -0.63164 -2.86381 -1.28234 0.34
H -2.67229 -3.96392 0.33658 0.26
H -2.88564 -2.94145 -1.32804 0.49
C -3.74629 -1.43085 1.03075 -1.11
O -4.75333 -1.65480 -0.16208 -0.69
H -5.62844 -1.16122 0.45764 0.41
C -3.76762 0.07430 1.52366 -0.07
O -5.16220 0.26962 2.00055 -0.72
H -5.28440 1.33521 1.46951 0.49
C -3.16346 0.97212 0.39804 0.01
N -4.10853 0.82882 -0.74359 -0.06
C -5.17549 1.97248 -0.79036 0.82
O -5.55488 2.53222 0.26811 -0.65
C -6.00438 1.64811 -1.94420 -1.19
H -5.41754 2.02494 -2.93681 0.30
H -6.44802 0.64625 -2.23698 0.28
H -6.84238 2.42007 -1.94676 0.35
H -4.05095 0.12441 -1.42123 0.33
H -3.22349 1.88561 0.85048 0.68
H -3.06020 0.23220 2.38253 0.42
H -3.87257 -2.16993 1.57315 1.21
H -1.61240 -1.77641 1.42909 0.15
H -1.53861 1.18750 -0.87933 0.89
H 0.42775 -0.44570 -0.83424 0.02
H 1.00898 -1.35353 0.80438 0.50
H 2.76389 -0.90293 -0.64534 1.12
H 2.55857 0.72781 -0.78901 0.25
H 3.09764 -1.11339 1.65800 0.17
H 3.04196 0.85289 1.51274 0.05
H 5.58357 -0.26599 1.65842 0.31
H 5.21198 -1.11027 0.16946 0.32
H 5.09909 1.01208 -0.97685 0.36
H 5.01513 2.10732 0.42393 0.35
H 7.17974 1.24884 0.98282 0.32
H 7.18405 2.27043 -0.53060 0.22
H 8.62194 0.37074 -1.08667 0.36
H 7.55781 -0.76305 -0.61885 0.59
H 7.16075 0.09547 -1.84670 0.41
```

[2]
The following is a quantum chemistry calculation of a molecular structure, C16H31NP2ReSe at a distorted geometry, from the Open Molecules 2025 dataset.

⟨S²⟩: 3.814
Multiplicity: 4
HOMO level (alpha / beta): -13.871 / -13.901 eV
Net charge: +2
Kohn-Sham gap (alpha / beta): 6.671 / 5.906 eV
Energy relative to the best compared isomer or geometry (same formula, charge and spin): 0.00 kJ/mol

XYZ file:
```
52
Properties=species:S:1:pos:R:3:mulliken_charge:R:1
P 0.51410 1.69227 -1.38095 0.74
P 0.59425 -2.13449 -1.24603 1.07
C 1.29920 0.35916 -2.43090 -1.16
C 0.57234 -0.97867 -2.68511 -1.12
H 2.31278 0.17972 -2.03790 0.55
H 1.45453 0.83296 -3.41085 0.66
H -0.47396 -0.81482 -2.98971 0.44
H 1.07178 -1.53145 -3.49367 0.64
C 1.96543 -3.29339 -1.53227 -1.14
H 2.03573 -3.97244 -0.67505 0.43
H 2.91596 -2.75190 -1.61310 0.34
H 1.77359 -3.87176 -2.44434 0.47
C -0.85852 -3.17638 -1.57935 -1.52
H -0.56361 -3.99469 -2.25218 0.43
H -1.67551 -2.58927 -2.03025 0.44
H -1.20413 -3.60471 -0.62845 0.38
C 1.89190 2.89583 -1.38997 -1.47
H 1.67368 3.73227 -0.72750 0.50
H 2.02547 3.27795 -2.41270 0.48
H 2.83624 2.43377 -1.07459 0.41
C -0.62726 2.50668 -2.53758 -1.36
H -1.34487 1.79623 -2.95653 0.38
H -0.05397 2.96334 -3.35346 0.51
H -1.18216 3.28856 -2.00995 0.46
Re -0.96713 1.10869 2.27520 0.76
C -1.52995 -1.16692 2.07223 -0.59
C -0.16647 -1.20450 2.43951 -0.72
C 1.07911 -1.16375 1.63231 -0.09
C 1.56781 0.20079 1.03864 -0.98
C 0.55250 1.30809 0.93906 -0.78
C -0.87615 1.09162 0.09067 -0.11
C -1.29275 -0.29383 -0.27742 -0.99
C -2.12557 -1.13606 0.69528 -1.02
C -1.68124 2.96496 2.50796 -1.34
H -2.23784 -1.48717 2.85007 0.45
H 0.02645 -1.51831 3.47155 0.47
H 1.08817 -1.94882 0.83948 -0.37
H 1.89978 -1.45936 2.30310 0.63
H 2.36623 0.59140 1.68831 0.53
H 2.06528 0.05281 0.06240 0.18
H 0.94982 2.32722 0.93535 1.20
H -1.54184 1.93178 -0.11178 1.47
H -0.28674 -0.81462 -0.33532 -1.15
H -1.77628 -0.26077 -1.26597 1.00
H -3.15673 -0.75930 0.71601 0.43
H -2.18670 -2.15293 0.31024 0.40
H -2.73214 2.82961 2.84762 0.41
H -1.64043 3.56287 1.58674 0.34
H -1.09601 3.42068 3.32757 0.39
Se -1.13357 -0.34039 6.86389 0.07
C -1.08093 0.33054 5.25806 0.47
N -1.03969 0.74091 4.13165 -0.62
```

[3]
The following is a quantum chemistry calculation of a molecular structure, C16H31NP2SSn at a distorted geometry, from the Open Molecules 2025 dataset.

Multiplicity: 1
HOMO level (alpha / beta): -13.002 / -13.003 eV
Net charge: +2
Kohn-Sham gap (alpha / beta): 6.489 / 6.300 eV
Energy relative to the best compared isomer or geometry (same formula, charge and spin): 0.00 kJ/mol

XYZ file:
```
52
Properties=species:S:1:pos:R:3:mulliken_charge:R:1
P -1.08517 1.77727 1.50657 0.78
P -1.57307 0.06779 -2.12550 0.87
C -1.71570 2.14807 -0.13789 -1.15
C -2.47342 1.00462 -0.85947 -1.26
H -0.93088 2.59860 -0.77170 0.75
H -2.42606 2.96754 0.07050 0.57
H -2.92696 0.29330 -0.14761 0.65
H -3.32186 1.46650 -1.39271 0.66
C -1.34347 1.19906 -3.51422 -1.42
H -0.74757 0.71748 -4.29936 0.44
H -0.84978 2.13399 -3.21976 0.40
H -2.33352 1.43604 -3.91495 0.52
C -2.65036 -1.23985 -2.70637 -1.39
H -3.27188 -0.83280 -3.51304 0.46
H -3.30009 -1.59564 -1.89761 0.44
H -2.06132 -2.07802 -3.09759 0.41
C -0.25974 3.19966 2.17482 -1.36
H 0.53804 2.85703 2.84190 0.40
H -0.98572 3.79356 2.73787 0.49
H 0.16271 3.80196 1.35981 0.42
C -2.50430 1.46567 2.55534 -1.22
H -3.23890 0.80930 2.07285 0.36
H -2.96514 2.44335 2.74751 0.49
H -2.17200 1.03313 3.50823 0.47
Sn 1.58117 -4.24503 1.27254 0.62
C 0.08240 -0.56741 -1.76619 0.74
C 1.15645 0.39533 -1.97473 -1.70
C 1.58084 1.36029 -1.00094 -0.01
C 2.31632 0.81603 0.28251 -0.85
C 1.46655 0.76473 1.44739 -1.43
C 0.04855 0.41106 1.53166 0.84
C -0.50936 -0.88121 0.81624 -0.66
C 0.18027 -1.40869 -0.45060 -1.32
C 3.03188 -2.90559 2.25596 -1.38
H 0.17837 -1.30505 -2.59252 0.78
H 1.67418 0.34634 -2.93980 0.45
H 0.71041 1.93865 -0.63450 -0.63
H 2.23212 2.07020 -1.54330 0.62
H 2.78738 -0.16326 0.08221 0.15
H 3.14638 1.51800 0.47615 0.56
H 1.91032 1.03374 2.41316 0.62
H -0.08824 0.17468 2.61196 0.60
H -1.60343 -0.80886 0.65068 0.34
H -0.40823 -1.67751 1.57785 0.33
H 1.23703 -1.60470 -0.23743 0.21
H -0.28066 -2.38810 -0.66120 0.52
H 3.54682 -3.54623 2.98605 0.47
H 2.46960 -2.10853 2.75931 0.32
H 3.74790 -2.49759 1.53116 0.36
S 3.26474 -4.48375 -0.51601 -0.32
C 4.15544 -5.49576 0.49338 0.36
N 4.82096 -6.20940 1.15140 -0.39
```

[4]
The following is a quantum chemistry calculation of a molecular structure, C16H31NP2W at a distorted geometry, from the Open Molecules 2025 dataset.

⟨S²⟩: 2.004
Multiplicity: 3
HOMO level (alpha / beta): -14.012 / -13.980 eV
Net charge: +2
Kohn-Sham gap (alpha / beta): 8.312 / 4.033 eV
Energy relative to the best compared isomer or geometry (same formula, charge and spin): 0.00 kJ/mol

XYZ file:
```
51
Properties=species:S:1:pos:R:3:mulliken_charge:R:1
P 0.42041 -2.62227 2.20603 0.91
P 0.89783 2.62660 3.00919 0.55
C 1.12098 0.81288 0.30193 -0.93
C 1.63906 1.73651 1.45995 -1.00
H 1.78358 1.00930 -0.58376 0.33
H 1.18340 -0.27209 0.59276 0.26
H 2.31214 1.12242 2.10409 0.44
H 2.23881 2.58017 1.06816 0.57
C -0.32616 3.69359 2.12828 -0.99
H -0.36228 4.69814 2.58079 0.44
H -1.30315 3.19962 2.23308 0.37
H -0.05470 3.75954 1.06272 0.31
C 2.25298 3.86012 3.32299 -1.03
H 2.04649 4.80360 2.79736 0.36
H 3.21892 3.40747 3.03705 0.37
H 2.23633 4.05697 4.40088 0.41
C -0.24561 -4.14562 1.44273 -1.25
H -0.35959 -4.88430 2.23965 0.42
H 0.43208 -4.53586 0.67294 0.42
H -1.21936 -3.88446 1.00794 0.38
C 2.18170 -3.04200 2.49414 -1.04
H 2.69254 -2.11777 2.79413 0.34
H 2.60656 -3.41130 1.55198 0.37
H 2.28163 -3.80805 3.26334 0.41
W -0.33273 0.51361 -1.35376 0.78
C -0.35346 1.60912 -2.99043 -0.59
C -1.74173 1.48673 -2.41300 0.00
C -2.77897 0.53405 -2.95526 -0.91
C -2.40252 -0.97453 -2.86773 -0.70
C -1.19967 -1.22540 -1.98611 -0.03
C 0.19642 -1.04147 -2.45109 -0.47
C 0.48704 -0.65706 -3.88263 -1.00
C 0.08660 0.81381 -4.21361 -0.75
C -0.53004 -2.68517 3.76146 -1.14
H 0.04494 2.62459 -2.87737 0.61
H -2.16700 2.42088 -2.03133 0.55
H -3.03860 0.77655 -3.99434 0.40
H -3.71742 0.64895 -2.38459 0.41
H -3.25283 -1.52550 -2.40708 0.38
H -2.29040 -1.46184 -3.85517 0.27
H -1.30426 -2.16579 -1.44018 0.24
H 0.88034 -1.78485 -2.05558 0.53
H 0.04915 -1.35024 -4.62783 0.37
H 1.57281 -0.73647 -4.04607 0.37
H 0.97605 1.35569 -4.59902 0.35
H -0.67438 0.85990 -5.02370 0.30
H -0.21368 -1.85961 4.40620 0.38
H -0.38644 -3.64379 4.26606 0.43
H -1.58188 -2.55477 3.46893 0.39
N -2.30999 0.79726 1.17439 -0.79
C -1.69194 0.58214 0.19050 0.22
```

- Among the records above, which one has the highest energy relative to the best compared isomer or geometry (same formula, charge and spin)?
  C16H31NO6

Repeat the third record exactly.
The following is a quantum chemistry calculation of a molecular structure, C16H31NP2SSn at a distorted geometry, from the Open Molecules 2025 dataset.

Multiplicity: 1
HOMO level (alpha / beta): -13.002 / -13.003 eV
Net charge: +2
Kohn-Sham gap (alpha / beta): 6.489 / 6.300 eV
Energy relative to the best compared isomer or geometry (same formula, charge and spin): 0.00 kJ/mol

XYZ file:
```
52
Properties=species:S:1:pos:R:3:mulliken_charge:R:1
P -1.08517 1.77727 1.50657 0.78
P -1.57307 0.06779 -2.12550 0.87
C -1.71570 2.14807 -0.13789 -1.15
C -2.47342 1.00462 -0.85947 -1.26
H -0.93088 2.59860 -0.77170 0.75
H -2.42606 2.96754 0.07050 0.57
H -2.92696 0.29330 -0.14761 0.65
H -3.32186 1.46650 -1.39271 0.66
C -1.34347 1.19906 -3.51422 -1.42
H -0.74757 0.71748 -4.29936 0.44
H -0.84978 2.13399 -3.21976 0.40
H -2.33352 1.43604 -3.91495 0.52
C -2.65036 -1.23985 -2.70637 -1.39
H -3.27188 -0.83280 -3.51304 0.46
H -3.30009 -1.59564 -1.89761 0.44
H -2.06132 -2.07802 -3.09759 0.41
C -0.25974 3.19966 2.17482 -1.36
H 0.53804 2.85703 2.84190 0.40
H -0.98572 3.79356 2.73787 0.49
H 0.16271 3.80196 1.35981 0.42
C -2.50430 1.46567 2.55534 -1.22
H -3.23890 0.80930 2.07285 0.36
H -2.96514 2.44335 2.74751 0.49
H -2.17200 1.03313 3.50823 0.47
Sn 1.58117 -4.24503 1.27254 0.62
C 0.08240 -0.56741 -1.76619 0.74
C 1.15645 0.39533 -1.97473 -1.70
C 1.58084 1.36029 -1.00094 -0.01
C 2.31632 0.81603 0.28251 -0.85
C 1.46655 0.76473 1.44739 -1.43
C 0.04855 0.41106 1.53166 0.84
C -0.50936 -0.88121 0.81624 -0.66
C 0.18027 -1.40869 -0.45060 -1.32
C 3.03188 -2.90559 2.25596 -1.38
H 0.17837 -1.30505 -2.59252 0.78
H 1.67418 0.34634 -2.93980 0.45
H 0.71041 1.93865 -0.63450 -0.63
H 2.23212 2.07020 -1.54330 0.62
H 2.78738 -0.16326 0.08221 0.15
H 3.14638 1.51800 0.47615 0.56
H 1.91032 1.03374 2.41316 0.62
H -0.08824 0.17468 2.61196 0.60
H -1.60343 -0.80886 0.65068 0.34
H -0.40823 -1.67751 1.57785 0.33
H 1.23703 -1.60470 -0.23743 0.21
H -0.28066 -2.38810 -0.66120 0.52
H 3.54682 -3.54623 2.98605 0.47
H 2.46960 -2.10853 2.75931 0.32
H 3.74790 -2.49759 1.53116 0.36
S 3.26474 -4.48375 -0.51601 -0.32
C 4.15544 -5.49576 0.49338 0.36
N 4.82096 -6.20940 1.15140 -0.39
```

Copy entry 4 word for word.
The following is a quantum chemistry calculation of a molecular structure, C16H31NP2W at a distorted geometry, from the Open Molecules 2025 dataset.

⟨S²⟩: 2.004
Multiplicity: 3
HOMO level (alpha / beta): -14.012 / -13.980 eV
Net charge: +2
Kohn-Sham gap (alpha / beta): 8.312 / 4.033 eV
Energy relative to the best compared isomer or geometry (same formula, charge and spin): 0.00 kJ/mol

XYZ file:
```
51
Properties=species:S:1:pos:R:3:mulliken_charge:R:1
P 0.42041 -2.62227 2.20603 0.91
P 0.89783 2.62660 3.00919 0.55
C 1.12098 0.81288 0.30193 -0.93
C 1.63906 1.73651 1.45995 -1.00
H 1.78358 1.00930 -0.58376 0.33
H 1.18340 -0.27209 0.59276 0.26
H 2.31214 1.12242 2.10409 0.44
H 2.23881 2.58017 1.06816 0.57
C -0.32616 3.69359 2.12828 -0.99
H -0.36228 4.69814 2.58079 0.44
H -1.30315 3.19962 2.23308 0.37
H -0.05470 3.75954 1.06272 0.31
C 2.25298 3.86012 3.32299 -1.03
H 2.04649 4.80360 2.79736 0.36
H 3.21892 3.40747 3.03705 0.37
H 2.23633 4.05697 4.40088 0.41
C -0.24561 -4.14562 1.44273 -1.25
H -0.35959 -4.88430 2.23965 0.42
H 0.43208 -4.53586 0.67294 0.42
H -1.21936 -3.88446 1.00794 0.38
C 2.18170 -3.04200 2.49414 -1.04
H 2.69254 -2.11777 2.79413 0.34
H 2.60656 -3.41130 1.55198 0.37
H 2.28163 -3.80805 3.26334 0.41
W -0.33273 0.51361 -1.35376 0.78
C -0.35346 1.60912 -2.99043 -0.59
C -1.74173 1.48673 -2.41300 0.00
C -2.77897 0.53405 -2.95526 -0.91
C -2.40252 -0.97453 -2.86773 -0.70
C -1.19967 -1.22540 -1.98611 -0.03
C 0.19642 -1.04147 -2.45109 -0.47
C 0.48704 -0.65706 -3.88263 -1.00
C 0.08660 0.81381 -4.21361 -0.75
C -0.53004 -2.68517 3.76146 -1.14
H 0.04494 2.62459 -2.87737 0.61
H -2.16700 2.42088 -2.03133 0.55
H -3.03860 0.77655 -3.99434 0.40
H -3.71742 0.64895 -2.38459 0.41
H -3.25283 -1.52550 -2.40708 0.38
H -2.29040 -1.46184 -3.85517 0.27
H -1.30426 -2.16579 -1.44018 0.24
H 0.88034 -1.78485 -2.05558 0.53
H 0.04915 -1.35024 -4.62783 0.37
H 1.57281 -0.73647 -4.04607 0.37
H 0.97605 1.35569 -4.59902 0.35
H -0.67438 0.85990 -5.02370 0.30
H -0.21368 -1.85961 4.40620 0.38
H -0.38644 -3.64379 4.26606 0.43
H -1.58188 -2.55477 3.46893 0.39
N -2.30999 0.79726 1.17439 -0.79
C -1.69194 0.58214 0.19050 0.22
```

- Look up the energy relative to the best compared isomer or geometry (same formula, charge and spin) of the first one.
  1492.12 kJ/mol